[1]
Below is C29H41F5P2Rh as an isolated structure in a non-equilibrium geometry, with properties calculated with the ωB97M-V functional and the def2-TZVPD basis.

As for the net charge: +1. The HOMO energy (alpha / beta) is -0.31845 / -0.37979 Ha. Its spin multiplicity is 5. For the LUMO energy (alpha / beta), the calculation gives -3.213 / -7.064 eV. As for the energy: -65895.054 eV. The expectation value of S² is 6.03. As for the energy above the lowest of the compared OMol25 structures with the same formula, charge and spin: 0.00 kJ/mol. Its maximum force is 6.021 eV/A. The value obtained for the HOMO-LUMO gap (alpha / beta) is 5.452 / 3.271 eV.

Atoms and positions in Å:
Rh1 -0.438 -0.454 1.923
C1 -2.033 -1.159 3.412
C2 -1.634 -2.219 2.517
C3 0.225 -1.588 3.743
C4 -0.889 -0.726 4.129
C5 -0.233 -2.509 2.766
C6 -3.434 -0.673 3.610
H1 -4.033 -0.777 2.702
H2 -3.457 0.375 3.921
H3 -3.921 -1.263 4.397
C7 -0.824 0.331 5.184
H4 -1.705 0.977 5.154
H5 0.064 0.954 5.036
H6 -0.769 -0.122 6.183
C8 1.573 -1.585 4.388
H7 1.522 -2.136 5.338
H8 1.907 -0.565 4.588
H9 2.321 -2.067 3.754
C9 0.540 -3.664 2.210
H10 0.424 -4.545 2.855
H11 1.606 -3.435 2.144
H12 0.190 -3.945 1.212
C10 -2.561 -3.087 1.722
H13 -2.846 -3.971 2.309
H14 -2.094 -3.442 0.799
H15 -3.478 -2.558 1.455
C11 -0.979 1.460 0.931
C12 -2.104 0.624 0.957
C13 -2.641 -0.118 -0.250
C14 -1.522 -0.844 -1.014
C15 -0.409 -1.303 -0.076
C16 0.789 -0.578 0.130
C17 1.044 0.777 -0.493
C18 -0.143 1.754 -0.305
H16 -3.183 0.579 -0.909
H17 -1.101 -0.194 -1.788
H18 -3.380 -0.850 0.092
H19 -0.791 1.744 -1.189
H20 -0.899 2.192 1.727
H21 -2.844 0.838 1.724
H22 0.249 2.771 -0.219
H23 1.928 1.201 -0.014
H24 1.684 -1.140 0.387
H25 1.273 0.664 -1.564
H26 -1.934 -1.714 -1.536
H27 -0.344 -2.381 0.043
P1 -0.691 0.933 -4.624
C19 -0.741 2.789 -4.608
C20 -2.072 0.605 -5.816
P2 1.659 -0.897 -5.425
C21 0.752 0.693 -5.778
C22 1.110 -1.875 -6.904
C23 3.348 -0.401 -6.002
H28 0.124 3.174 -4.059
H29 -1.645 3.122 -4.089
H30 -0.736 3.209 -5.622
H31 -1.987 1.220 -6.720
H32 -3.030 0.815 -5.330
H33 -2.054 -0.450 -6.102
H34 3.331 0.003 -7.022
H35 4.013 -1.270 -5.974
H36 3.748 0.361 -5.326
H37 1.433 1.548 -5.665
H38 0.402 0.668 -6.819
H39 1.678 -2.811 -6.950
H40 1.257 -1.324 -7.840
H41 0.050 -2.130 -6.802
F1 1.918 1.031 5.678
C24 2.048 1.605 4.419
C25 1.343 1.332 3.002
C26 1.918 2.473 2.234
F2 1.642 2.860 1.086
C27 2.876 3.441 2.609
F3 3.278 4.404 1.727
C28 3.425 3.491 3.818
F4 4.339 4.442 4.142
C29 3.004 2.601 4.711
F5 3.538 2.708 5.962

=====

[2]
Below is C29H42AlCl2F5GeN3OSSi3 as an isolated structure in a non-equilibrium geometry, with properties calculated with the ωB97M-V functional and the def2-TZVPD basis.

As for the net charge: +2. The HOMO energy (alpha / beta) is -0.47061 / -0.47058 Ha. Its spin multiplicity is 2. For the LUMO energy (alpha / beta), the calculation gives -6.003 / -9.712 eV. As for the energy: -173474.937 eV. The expectation value of S² is 0.78. As for the energy above the lowest of the compared OMol25 structures with the same formula, charge and spin: 275.23 kJ/mol. Its maximum force is 1.850 eV/A. The value obtained for the HOMO-LUMO gap (alpha / beta) is 6.803 / 3.093 eV.

Atoms and positions in Å:
Al1 0.991 1.147 -1.646
F1 3.476 1.176 4.557
C1 3.454 1.240 3.260
C2 2.217 1.382 2.594
F2 1.096 1.456 3.275
C3 2.218 1.423 1.234
F3 1.046 1.542 0.566
C4 3.392 1.321 0.456
S1 3.341 1.357 -1.235
C5 4.618 1.188 1.159
F4 5.735 1.075 0.489
C6 4.645 1.152 2.536
F5 5.785 1.020 3.175
Cl1 1.559 1.668 -4.014
C7 1.399 3.444 -3.819
Cl2 1.235 3.855 -2.103
H1 0.506 3.768 -4.346
H2 2.293 3.910 -4.214
C8 2.744 -1.582 6.980
C9 2.565 -2.462 5.772
C10 1.644 -2.161 4.779
C11 1.471 -2.987 3.672
C12 2.238 -4.140 3.536
N1 2.076 -5.049 2.456
C13 1.783 -4.819 1.145
O1 1.506 -5.691 0.354
N2 1.873 -3.468 0.790
C14 1.545 -2.906 -0.420
C15 1.166 -3.620 -1.567
C16 0.805 -2.917 -2.701
C17 0.817 -1.535 -2.696
N3 1.194 -0.849 -1.608
C18 1.559 -1.522 -0.509
C19 3.159 -4.457 4.531
C20 3.315 -3.630 5.628
H3 2.156 -0.668 6.901
H4 3.793 -1.313 7.112
H5 2.436 -2.107 7.885
H6 1.021 -1.278 4.881
H7 0.691 -2.758 2.955
H8 2.194 -6.029 2.667
H9 2.242 -2.856 1.501
H10 1.166 -4.699 -1.545
H11 0.516 -3.442 -3.601
H12 0.517 -0.957 -3.560
H13 1.890 -0.931 0.336
H14 3.753 -5.359 4.440
H15 4.034 -3.896 6.393
C21 -4.229 3.493 -0.945
Si1 -2.381 3.638 -1.084
C22 -1.462 3.908 0.530
C23 -1.934 4.906 -2.396
Ge1 -1.486 1.314 -1.784
Si2 -2.498 0.864 -3.960
C24 -1.913 2.120 -5.232
C25 -4.353 0.967 -3.785
C26 -2.025 -0.848 -4.590
Si3 -2.498 -0.135 -0.074
C27 -1.751 0.213 1.615
C28 -4.358 0.002 0.028
C29 -2.097 -1.899 -0.594
H16 -4.653 4.462 -0.662
H17 -4.536 2.773 -0.192
H18 -4.679 3.206 -1.894
H19 -1.572 4.944 0.869
H20 -0.394 3.708 0.423
H21 -1.852 3.267 1.320
H22 -2.583 5.780 -2.274
H23 -2.098 4.527 -3.404
H24 -0.910 5.261 -2.312
H25 -2.098 3.149 -4.920
H26 -2.462 1.965 -6.166
H27 -0.851 2.009 -5.467
H28 -4.692 1.956 -3.482
H29 -4.738 0.244 -3.065
H30 -4.819 0.745 -4.749
H31 -1.062 -0.835 -5.108
H32 -2.769 -1.187 -5.315
H33 -1.982 -1.593 -3.793
H34 -2.014 1.208 1.976
H35 -0.662 0.136 1.612
H36 -2.132 -0.505 2.348
H37 -4.698 0.963 0.406
H38 -4.725 -0.761 0.722
H39 -4.840 -0.172 -0.934
H40 -1.030 -2.119 -0.527
H41 -2.423 -2.095 -1.618
H42 -2.619 -2.612 0.052

=====

[3]
Below is C29H42BrCaINSSb2 as an isolated structure in a non-equilibrium geometry, with properties calculated with the ωB97M-V functional and the def2-TZVPD basis.

As for the net charge: +1. The HOMO energy is -0.37700 Ha. Its spin multiplicity is 1. For the LUMO energy, the calculation gives -2.430 eV. As for the energy: -152729.321 eV. As for the energy above the lowest of the compared OMol25 structures with the same formula, charge and spin: 115.27 kJ/mol. Its maximum force is 3.307 eV/A. The value obtained for the HOMO-LUMO gap is 7.829 eV.

Atoms and positions in Å:
Ca1 -0.070 -1.177 0.596
C1 0.110 -3.613 3.055
N1 0.814 -2.417 2.722
C2 0.852 -1.592 3.939
C3 2.215 -2.732 2.283
C4 2.922 -1.576 1.617
C5 4.116 -0.986 2.097
C6 4.737 0.078 1.445
C7 4.073 0.704 0.457
C8 2.822 0.231 0.093
C9 2.290 -0.968 0.543
H1 0.538 -4.264 3.866
H2 0.125 -4.256 2.158
H3 -0.940 -3.551 3.270
H4 1.409 -2.071 4.690
H5 -0.193 -1.350 4.226
H6 1.335 -0.641 3.708
H7 2.036 -3.558 1.598
H8 2.723 -3.132 3.129
H9 4.680 -1.320 2.981
H10 5.685 0.405 1.809
H11 4.508 1.606 -0.009
H12 2.316 0.986 -0.543
C10 0.454 -0.211 -3.418
Sb1 -1.245 0.146 -2.214
C11 -2.539 -0.087 -3.916
C12 -1.342 2.331 -2.176
C13 0.116 2.922 -2.074
C14 0.843 2.969 -3.233
C15 2.205 3.277 -3.235
C16 2.743 3.772 -2.062
C17 2.025 3.739 -0.901
C18 0.692 3.383 -0.869
C19 -0.035 3.602 0.495
Sb2 -0.227 1.983 1.861
C20 -1.663 2.974 2.996
C21 1.437 2.289 3.163
H13 1.183 0.550 -3.143
H14 0.202 -0.121 -4.502
H15 0.774 -1.199 -3.254
H16 -3.622 -0.134 -3.825
H17 -2.256 -0.974 -4.571
H18 -2.309 0.739 -4.570
H19 -2.004 2.713 -1.424
H20 -1.772 2.690 -3.144
H21 0.331 2.605 -4.161
H22 2.749 3.109 -4.159
H23 3.818 3.902 -2.055
H24 2.586 4.077 -0.039
H25 -1.006 4.031 0.394
H26 0.517 4.418 1.030
H27 -1.239 3.832 3.392
H28 -2.051 2.446 3.871
H29 -2.468 3.108 2.295
H30 2.401 1.803 2.862
H31 1.135 1.814 4.080
H32 1.576 3.343 3.223
Br1 -5.447 -3.060 -1.134
C22 -4.794 -1.394 -0.479
C23 -5.194 -0.281 -1.212
C24 -4.791 0.983 -0.773
C25 -3.951 1.133 0.330
C26 -3.577 0.003 0.993
C27 -3.946 -1.247 0.619
I1 -3.244 -2.902 1.643
H33 -5.847 -0.487 -2.086
H34 -5.119 1.938 -1.244
H35 -3.571 2.106 0.593
H36 -2.966 0.070 1.931
C28 1.562 -3.879 -1.675
S1 0.047 -3.888 -0.682
C29 -1.240 -4.444 -1.758
H37 1.228 -3.452 -2.606
H38 2.006 -4.918 -1.695
H39 2.248 -3.208 -1.170
H40 -1.194 -5.536 -2.020
H41 -1.131 -3.918 -2.686
H42 -2.194 -4.262 -1.336